[1]
A cluster of 2 separate species, C4H5NO2 in total, computed with ωB97M-V with the def2-TZVPD basis set.

Geometry (Å):
C -1.1641 -0.3066 -0.5217
C -2.3958 -0.5979 -1.1482
C 1.0563 0.4337 1.3530
C 0.8734 0.3023 -0.1502
N -2.2458 -0.1744 0.2145
O -3.0850 -1.0041 -2.0253
O 1.6373 -0.6459 -0.7248
H 0.2971 1.1445 1.6133
H 2.0111 0.7947 1.5859
H 0.8200 -0.4261 2.1107
H 0.9217 1.2708 -0.6471
H 1.2737 -0.7909 -1.6603

Forces on atoms 1 to 3 (eV/Å):
2.2 1.7 1.0
0.8 -0.4 0.8
-2.5 -1.8 0.5

Results
- Kohn-Sham gap: 0.323 Eh
- Relative energy (zero: lowest compared OMol25 entry of this formula, charge and spin): 110.4 kcal/mol
- Highest occupied orbital energy: -8.654 eV
- LUMO: 0.13 eV
- M: 99.1 g mol⁻¹

[2]
A cluster of 3 separate species, C4H5NO2 in total, computed with ωB97M-V with the def2-TZVPD basis set.

Geometry (Å):
O 2.8313 -0.3459 -1.4311
C 1.8581 -0.2771 -0.8527
C 0.4557 0.9217 1.1888
C -0.5044 1.4935 0.2702
N -0.6666 0.3636 1.2693
C -1.0120 -1.6605 -0.4038
O -1.4279 -1.1115 -1.3955
H 0.0665 -1.6910 -0.1708
H 1.4422 0.8422 1.6250
H -0.4983 1.2106 -0.7838
H -1.0141 2.4226 0.5119
H -1.6676 -2.1882 0.3099

Forces on atoms 1 to 3 (eV/Å):
-1.1 0.1 0.6
1.4 -0.1 -0.9
-0.6 -0.2 0.2

Results
- Kohn-Sham gap: 0.389 Eh
- Relative energy (zero: lowest compared OMol25 entry of this formula, charge and spin): 89.3 kcal/mol
- Highest occupied orbital energy: -9.856 eV
- LUMO: 0.73 eV
- M: 99.1 g mol⁻¹

[3]
An isolated molecule of C4H5NO2, computed with ωB97M-V with the def2-TZVPD basis set.

Geometry (Å):
C 2.1884 -0.7920 0.6935
C 1.0145 -0.3605 0.3379
C -0.0922 0.1310 -0.1673
C -1.5250 -0.2566 0.1186
O -2.3562 0.8742 0.2318
N -0.0143 1.1358 -1.2193
O 1.0848 1.5654 -1.4612
H 2.7635 -0.3070 1.4774
H 2.6281 -1.6509 0.1925
H -1.5948 -0.8103 1.0577
H -1.8701 -0.9241 -0.6877
H -2.2267 1.3950 -0.5738

Forces on atoms 1 to 3 (eV/Å):
-0.2 0.1 -0.1
0.1 0.0 0.0
0.1 -0.1 0.1

Results
- Kohn-Sham gap: 0.317 Eh
- Relative energy (zero: lowest compared OMol25 entry of this formula, charge and spin): 107.9 kcal/mol
- Highest occupied orbital energy: -9.339 eV
- LUMO: -0.71 eV
- M: 99.1 g mol⁻¹
- SMILES string: C=C=C(CO)N=O

[4]
An isolated molecule of C4H5NO2, computed with ωB97M-V with the def2-TZVPD basis set.

Geometry (Å):
O 0.1610 -0.7592 -2.0744
C 0.0283 -0.3509 -0.9857
C 1.1065 0.4296 -0.3879
O 0.9416 1.0505 0.9511
C -0.0634 0.4576 1.6489
C -1.1094 -0.1988 1.1431
N -1.1269 -0.6568 -0.2494
H 1.3463 1.2246 -1.0767
H 1.9970 -0.3132 -0.3077
H -0.0824 0.7683 2.6942
H -2.0176 -0.3304 1.6741
H -1.9471 -1.1071 -0.7617

Forces on atoms 1 to 3 (eV/Å):
0.7 -1.1 -3.8
-3.5 -0.7 2.6
2.7 0.0 2.4

Results
- Kohn-Sham gap: 0.335 Eh
- Relative energy (zero: lowest compared OMol25 entry of this formula, charge and spin): 34.7 kcal/mol
- Highest occupied orbital energy: -8.336 eV
- LUMO: 0.77 eV
- M: 99.1 g mol⁻¹
- SMILES string: O=C1COC=CN1

[5]
An isolated molecule of C4H5NO2, computed with ωB97M-V with the def2-TZVPD basis set.

Geometry (Å):
O -2.1773 0.7527 0.8423
C -1.8030 -0.0224 -0.0057
C -0.3644 0.0230 -0.4772
C 0.5055 0.8064 0.4897
N 1.8339 0.2140 0.2837
C 1.5853 -0.9360 -0.1835
O 0.2954 -1.2600 -0.5129
H -2.5043 -0.7371 -0.4751
H -0.3165 0.4382 -1.5002
H 0.4420 1.8876 0.3528
H 0.2004 0.5708 1.5189
H 2.3030 -1.7370 -0.3327

Forces on atoms 1 to 3 (eV/Å):
-0.1 -0.4 -0.5
-0.1 0.2 0.3
0.0 0.3 0.1

Results
- Kohn-Sham gap: 0.391 Eh
- Relative energy (zero: lowest compared OMol25 entry of this formula, charge and spin): 33.6 kcal/mol
- Highest occupied orbital energy: -10.062 eV
- LUMO: 0.57 eV
- M: 99.1 g mol⁻¹
- SMILES string: O=C[C@H]1CN=CO1

[6]
A cluster of 2 separate species, C4H5NO2 in total, computed with ωB97M-V with the def2-TZVPD basis set.

Geometry (Å):
N 0.1692 1.2152 1.2512
C -0.1995 0.3195 0.2742
C -1.1530 0.5053 -0.6601
C -0.2592 -1.1461 0.4716
O 0.0602 -2.0028 -0.3265
C 1.9439 -0.6688 -0.9863
O 2.3689 -1.1842 -1.9051
H 0.0641 2.1885 0.9964
H 1.0093 1.0392 1.7827
H -1.8976 1.2760 -0.5499
H -1.2361 -0.2096 -1.4675
H -0.8094 -1.3897 1.3966

Forces on atoms 1 to 3 (eV/Å):
-0.2 -0.1 0.0
-0.8 -0.1 0.1
0.0 0.5 -0.2

Results
- Kohn-Sham gap: 0.351 Eh
- Relative energy (zero: lowest compared OMol25 entry of this formula, charge and spin): 57.5 kcal/mol
- Highest occupied orbital energy: -8.722 eV
- LUMO: 0.84 eV
- M: 99.1 g mol⁻¹

[7]
An isolated molecule of C4H5NO2, computed with ωB97M-V with the def2-TZVPD basis set.

Geometry (Å):
C -0.2250 1.6257 1.1144
C -0.3125 1.3914 -0.2153
C -0.5498 -0.8933 -0.7504
C 0.3579 -1.9647 -1.2497
N 0.1024 0.6514 2.0246
O -0.0687 0.9275 3.2317
O 0.1204 0.2218 -0.7004
H -0.5732 2.5826 1.4894
H -0.4837 2.1902 -0.8615
H 0.1466 -2.8558 -0.6820
H 0.0481 -2.0896 -2.2031
H 1.4375 -1.7872 -1.1976

Forces on atoms 1 to 3 (eV/Å):
-1.4 1.3 -0.8
0.9 -0.6 3.2
-0.5 -0.4 0.3

Results
- Kohn-Sham gap (alpha / beta): 0.285 / 0.285 Eh
- Relative energy (zero: lowest compared OMol25 entry of this formula, charge and spin): 156.3 kcal/mol
- Highest occupied orbital energy (alpha / beta): -8.856 / -8.857 eV
- LUMO (alpha / beta): -1.10 / -1.10 eV
- M: 99.1 g mol⁻¹

[8]
An isolated molecule of C4H5NO2, computed with ωB97M-V with the def2-TZVPD basis set.

Geometry (Å):
O -2.5500 0.5843 -0.0136
C -1.7412 -0.3296 0.1062
C -0.3459 0.0273 -0.5103
C 0.5426 0.8007 0.5166
N 1.8029 0.0606 0.5493
C 1.6663 -0.8957 -0.2635
O 0.4990 -1.0376 -0.9473
H -2.5047 -0.8676 0.6933
H -0.5963 0.6548 -1.3815
H 0.7236 1.8410 0.2232
H 0.0916 0.8137 1.5133
H 2.4121 -1.6519 -0.4857

Forces on atoms 1 to 3 (eV/Å):
0.5 2.1 -1.3
-2.1 2.0 -0.1
-0.3 -0.2 0.3

Results
- Kohn-Sham gap: 0.385 Eh
- Relative energy (zero: lowest compared OMol25 entry of this formula, charge and spin): 66.2 kcal/mol
- Highest occupied orbital energy: -9.661 eV
- LUMO: 0.81 eV
- M: 99.1 g mol⁻¹
- SMILES string: O=C[C@H]1CN=CO1